C15H15N3O5S in the gas phase in a non-equilibrium geometry. Source: the Open Molecules 2025 dataset; level of theory: ωB97M-V/def2-TZVPD.

For the orbital gap, the calculation gives 0.317 Eh. The energy above the lowest of the compared OMol25 structures with the same formula, charge and spin comes out at 430.5 kcal per mole.

Geometry as XYZ:
```
39
Properties=species:S:1:pos:R:3:forces:R:3:lowdin_charge:R:1
C 4.194 -1.031 0.312 2.0 1.7 1.4 -0.038
C 3.197 -1.264 -0.735 12.8 -2.5 -2.8 -0.291
C 3.582 -1.826 -1.988 6.8 -0.4 2.5 -0.030
C 2.873 -2.213 -2.996 6.4 -2.5 -4.3 -0.133
C 1.672 -1.893 -2.850 -11.5 -1.7 -3.4 -0.135
C 1.103 -1.537 -1.705 -1.9 1.0 0.4 0.033
C 2.006 -1.299 -0.622 -16.2 3.4 -1.3 -0.131
N 1.365 -0.382 0.342 0.8 -3.0 3.4 -0.301
O 1.902 -0.562 1.411 1.0 0.6 2.2 0.061
O 0.368 0.252 0.276 -1.4 1.4 -1.9 0.126
C -0.599 -1.446 -1.697 13.5 10.6 -6.1 -0.527
O -1.048 -2.201 -1.078 -9.0 -11.1 8.1 0.248
N -0.917 -0.245 -2.147 -13.4 -12.2 7.3 0.191
H -0.578 0.364 -2.550 9.4 12.8 -9.0 -0.017
C -2.407 0.071 -1.980 1.2 -4.4 3.4 -0.067
C -2.485 0.521 -0.552 1.6 8.5 -0.2 -0.099
C -2.719 -0.076 0.710 -1.9 -5.8 -9.4 -0.109
C -2.659 0.443 1.854 -0.3 5.7 5.4 -0.056
C -2.420 1.938 1.856 -0.4 -9.5 6.0 -0.296
C -2.074 2.469 0.769 2.5 8.3 -6.3 -0.139
C -2.085 2.047 -0.549 -3.4 -10.4 8.0 0.092
H -1.964 2.360 -1.434 1.3 3.6 -6.0 0.029
H -1.807 3.550 0.832 0.1 -0.6 0.5 0.142
S -2.100 2.366 3.512 10.2 11.0 -5.0 0.730
O -3.301 2.602 4.075 -7.3 -2.3 5.2 -0.233
O -1.528 3.907 3.398 -0.4 -5.9 -0.2 -0.442
N -0.796 1.499 4.260 -5.5 0.9 -7.6 0.060
H -1.184 1.381 5.036 -2.3 -1.9 9.0 -0.046
H 0.060 1.587 3.926 4.6 0.8 -1.4 0.026
H -2.911 -0.057 2.793 0.1 0.0 -0.4 0.125
H -3.162 -1.071 0.389 0.8 0.4 1.7 0.147
H -2.949 -0.876 -1.956 0.2 -0.5 -0.6 0.118
H -2.891 0.594 -2.726 -0.3 1.9 -1.4 0.103
H 0.944 -2.321 -3.634 0.8 1.3 0.7 0.159
H 3.331 -2.728 -3.918 -0.8 1.0 1.6 0.168
H 4.606 -2.131 -2.216 0.5 0.7 1.2 0.126
H 4.092 0.175 0.555 0.3 -3.3 0.5 0.148
H 4.054 -1.896 1.194 0.5 3.0 -2.1 0.165
H 5.238 -1.075 -0.164 -1.5 -0.3 0.8 0.090
```
Positions in Å, forces in eV/Å.